Entry 1:
The following is a quantum chemistry calculation of C18H26N6O4 in the gas phase, from OMol25.

The geometry in ORCA input format:
```
! RIJCOSX wB97M-V def2-TZVPD def2/J DEFGRID3
* xyz 0 1
C -1.122 -1.169 -3.173
C -0.056 -1.551 -2.203
N 0.932 -2.355 -2.552
N 1.662 -2.512 -1.432
C 1.177 -1.823 -0.377
C 1.801 -1.864 0.976
C 0.046 -1.183 -0.835
C -0.838 -0.267 -0.059
C -2.038 -0.704 0.788
O -2.644 0.199 1.353
N -2.417 -2.003 0.984
C -2.055 -3.158 0.165
C -3.251 -3.575 -0.682
O -3.182 -3.816 -1.869
N -4.392 -3.608 0.048
C -4.317 -3.485 1.493
C -3.575 -2.206 1.872
C -3.081 -2.291 3.321
O -2.840 -3.363 3.860
N -2.907 -1.103 3.921
C -2.406 -1.028 5.271
C -0.900 -1.240 5.367
C -0.499 -1.110 6.826
C -0.815 0.287 7.325
N -2.159 0.732 6.974
C -2.562 1.989 7.578
C -2.860 0.291 5.891
O -3.831 0.880 5.451
H -2.049 -1.704 -2.957
H -1.326 -0.098 -3.136
H -0.810 -1.431 -4.182
H 2.492 -3.077 -1.464
H 1.618 -0.930 1.506
H 1.389 -2.674 1.581
H 2.880 -2.006 0.911
H -0.242 0.305 0.656
H -1.264 0.486 -0.726
H -1.233 -2.932 -0.497
H -1.759 -3.986 0.817
H -5.237 -3.905 -0.410
H -5.325 -3.441 1.901
H -3.820 -4.343 1.947
H -4.229 -1.344 1.753
H -3.094 -0.257 3.399
H -2.888 -1.830 5.841
H -0.659 -2.225 4.967
H -0.385 -0.490 4.757
H -1.044 -1.849 7.419
H 0.565 -1.303 6.968
H -0.723 0.334 8.412
H -0.088 1.000 6.913
H -3.603 2.183 7.341
H -2.434 1.926 8.659
H -1.957 2.819 7.202
*
```

SMILES: Cc1n[nH]c(C)c1CC(=O)N1CC(=O)NC[C@H]1C(=O)N[C@H]1CCCN(C)C1=O
Energy relative to the best compared isomer or geometry (same formula, charge and spin), kcal per mole: 9.27
DFT total energy, Ha: -1331.08952
HOMO-LUMO gap, eV: 9.443

Entry 2:
The following is a quantum chemistry calculation of C31H30CsOPS as an isolated structure, from OMol25.

The geometry in ORCA input format:
```
! RIJCOSX wB97M-V def2-TZVPD def2/J DEFGRID3
* xyz 0 1
Cs -0.896 1.424 0.721
C 2.011 3.293 -2.288
C 2.172 2.947 -0.834
C 1.795 3.852 0.156
C 1.929 3.543 1.503
C 2.444 2.312 1.888
C 2.814 1.397 0.913
C 2.683 1.714 -0.433
H 0.990 3.103 -2.627
H 2.673 2.692 -2.912
H 2.235 4.345 -2.467
H 1.397 4.818 -0.136
H 1.635 4.271 2.250
H 2.542 2.062 2.936
H 3.208 0.431 1.202
H 2.979 0.993 -1.186
C -8.256 -1.454 0.478
C -7.743 -0.185 0.691
C -6.397 0.067 0.453
C -5.551 -0.934 -0.014
C -6.083 -2.209 -0.223
C -7.421 -2.468 0.022
P -3.801 -0.484 -0.324
C -2.998 -2.046 0.241
C -1.994 -2.696 -0.473
C -1.390 -3.837 0.044
C -1.788 -4.353 1.269
C -2.789 -3.710 1.989
C -3.375 -2.561 1.483
C -3.695 -0.493 -2.153
C -4.798 -0.749 -2.927
C -4.726 -0.658 -4.335
C -3.550 -0.317 -4.930
C -2.393 -0.044 -4.156
C -1.172 0.292 -4.795
C -0.069 0.546 -4.034
C -0.167 0.486 -2.619
C -1.303 0.177 -1.899
C -2.443 -0.106 -2.738
H -9.302 -1.655 0.669
H -8.387 0.608 1.049
H -5.994 1.059 0.627
H -5.440 -3.003 -0.584
H -7.818 -3.461 -0.147
H -1.686 -2.301 -1.432
H -0.617 -4.337 -0.528
H -1.334 -5.260 1.651
H -3.120 -4.112 2.940
H -4.155 -2.067 2.052
H -5.740 -1.019 -2.470
H -5.607 -0.862 -4.932
H -3.476 -0.250 -6.010
H -1.137 0.333 -5.878
H 0.877 0.797 -4.503
H 0.773 0.698 -2.102
C -0.496 -1.583 4.824
S -0.392 -1.273 3.066
C 0.928 -2.428 2.717
O 0.201 0.104 2.913
H 0.479 -1.403 5.274
H -0.818 -2.614 4.971
H -1.236 -0.903 5.241
H 0.583 -3.436 2.942
H 1.795 -2.151 3.317
H 1.149 -2.351 1.655
*
```

Energy relative to the best compared isomer or geometry (same formula, charge and spin), kcal per mole: 8.66
DFT total energy, Ha: -2034.14848
HOMO-LUMO gap, eV: 6.295

Entry 3:
The following is a quantum chemistry calculation of a 9-piece molecular cluster, C33H81N15O9 overall at a distorted geometry, from OMol25.

The geometry in ORCA input format:
```
! RIJCOSX wB97M-V def2-TZVPD def2/J DEFGRID3
* xyz 0 1
C -0.660 -2.557 -0.168
C -0.026 -1.217 -0.158
C -1.176 -0.143 0.058
C -1.621 0.122 1.505
C -0.441 0.489 2.441
C 0.721 -0.638 2.272
N 1.012 -0.953 0.875
O 1.939 -2.074 0.651
C 2.028 0.005 2.797
C 0.294 -1.828 3.204
C 0.451 -1.014 -1.574
H -1.403 -2.652 0.624
H 0.022 -3.391 0.000
H -1.164 -2.886 -1.077
H -0.750 0.778 -0.341
H -2.048 -0.587 -0.420
H -2.112 -0.725 1.984
H -2.383 0.901 1.489
H -0.873 0.711 3.416
H -0.108 1.394 1.934
H 1.987 0.466 3.784
H 2.832 -0.722 2.686
H 2.254 0.758 2.042
H -0.644 -2.311 2.928
H 0.962 -2.689 3.173
H 0.261 -1.354 4.185
H -0.355 -1.045 -2.307
H 1.337 -1.559 -1.901
H 0.885 -0.017 -1.653
H 1.359 -2.835 0.569
C -0.227 6.661 -0.708
C -0.618 5.303 -0.050
C -0.764 4.107 -1.035
C 0.626 3.459 -1.408
C 1.413 3.175 -0.252
C 1.619 4.376 0.707
N 0.285 4.880 1.097
O 0.354 5.788 2.052
C 2.216 3.727 1.976
C 2.572 5.316 0.004
C -2.073 5.568 0.532
H 0.423 7.328 -0.142
H -1.058 7.352 -0.851
H 0.376 6.558 -1.610
H -1.345 3.313 -0.566
H -1.249 4.327 -1.986
H 1.098 4.105 -2.148
H 0.409 2.560 -1.986
H 2.399 2.777 -0.492
H 0.888 2.310 0.152
H 3.228 3.337 1.867
H 2.369 4.348 2.858
H 1.592 2.926 2.373
H 2.388 5.736 -0.985
H 2.733 6.199 0.623
H 3.557 4.861 -0.098
H -2.884 5.665 -0.190
H -2.149 6.435 1.189
H -2.214 4.682 1.152
H 0.428 5.281 2.864
C -5.800 1.185 -2.088
C -5.877 -0.420 -2.124
C -4.516 -0.723 -2.829
C -4.063 -2.152 -2.792
C -4.161 -2.814 -1.477
C -5.392 -2.447 -0.619
N -5.711 -1.054 -0.731
O -6.654 -0.639 0.230
C -6.627 -3.336 -0.987
C -4.698 -2.758 0.805
C -7.040 -0.832 -3.014
H -6.523 1.470 -1.324
H -5.929 1.597 -3.089
H -4.802 1.465 -1.750
H -4.599 -0.402 -3.868
H -3.774 -0.063 -2.381
H -3.077 -2.125 -3.255
H -4.449 -2.644 -3.684
H -3.163 -2.687 -1.057
H -4.042 -3.884 -1.651
H -7.541 -2.928 -0.555
H -6.716 -3.343 -2.073
H -6.370 -4.296 -0.540
H -4.256 -1.817 1.133
H -5.422 -2.946 1.598
H -4.052 -3.636 0.786
H -7.051 -0.188 -3.893
H -8.000 -0.821 -2.497
H -7.024 -1.829 -3.454
H -6.177 -0.100 0.865
C 4.168 -5.253 4.221
O 4.684 -4.313 3.602
N 4.762 -6.309 4.589
N 2.927 -5.429 4.445
H 5.760 -6.457 4.556
H 4.324 -6.789 5.362
H 2.219 -4.739 4.236
H 2.675 -6.335 4.814
C -0.311 -5.120 7.330
O -1.433 -5.333 7.725
N 0.084 -4.232 6.517
N 0.786 -5.702 7.691
H -0.459 -3.438 6.209
H 1.064 -4.311 6.282
H 0.724 -6.473 8.340
H 1.704 -5.388 7.409
C 5.567 1.334 0.644
O 5.667 2.059 -0.295
N 4.730 0.405 0.747
N 6.344 1.389 1.691
H 4.722 -0.288 1.481
H 4.069 0.098 0.047
H 6.365 0.647 2.376
H 6.981 2.149 1.881
C -0.354 0.567 -5.231
O -0.401 1.669 -5.816
N -1.371 -0.219 -5.160
N 0.826 -0.012 -4.910
H -1.193 -1.197 -4.981
H -2.286 0.135 -5.399
H 1.631 0.599 -4.927
H 0.958 -0.927 -4.503
C 5.186 -1.751 -1.864
O 5.637 -2.710 -1.293
N 3.933 -1.468 -1.885
N 5.951 -0.962 -2.568
H 3.500 -0.689 -2.360
H 3.324 -2.185 -1.517
H 5.638 -0.025 -2.779
H 6.955 -1.043 -2.493
C 3.311 1.834 -4.160
O 2.931 0.918 -3.450
N 3.148 3.104 -3.934
N 4.078 1.724 -5.260
H 3.501 3.817 -4.556
H 2.837 3.503 -3.060
H 4.373 2.572 -5.723
H 4.308 0.851 -5.713
*
```

SMILES: CC1(C)CCCC(C)(C)N1O.CC1(C)CCCC(C)(C)N1O.CC1(C)CCCC(C)(C)N1O.NC(N)=O.NC(N)=O.NC(N)=O.NC(N)=O.NC(N)=O.NC(N)=O
Energy relative to the best compared isomer or geometry (same formula, charge and spin), kcal per mole: 167.83
DFT total energy, Ha: -2804.32373
HOMO-LUMO gap, eV: 8.149